1.
{
  "formula": "C19H35Br3O2",
  "method": "the ωB97M-V functional and the def2-TZVPD basis",
  "homo_energy_ha": -0.37785,
  "gap_ev": 10.3,
  "max_force_ev_per_a": 0.8,
  "elements": ["C", "C", "C", "C", "C", "C", "C", "C", "C", "C", "C", "C", "C", "C", "C", "C", "C", "O", "C", "O", "H", "H", "H", "H", "H", "H", "H", "H", "H", "H", "H", "H", "H", "H", "H", "H", "H", "H", "H", "H", "H", "H", "H", "H", "H", "H", "H", "H", "H", "H", "H", "H", "H", "H", "C", "Br", "Br", "Br", "H"],
  "coordinates": [[-0.6026, 3.2203, 4.9632], [-1.0529, 3.0827, 3.4911], [-1.9654, 4.2198, 3.0257], [-2.0899, 4.4595, 1.4968], [-1.6380, 3.3320, 0.5595], [-0.1508, 3.3458, 0.1730], [0.1595, 2.6480, -1.1710], [0.8415, 1.2721, -1.0418], [1.7722, 0.9016, -2.2168], [1.4905, -0.4944, -2.7847], [0.1678, -0.5591, -3.5770], [-0.8841, -1.5513, -3.0558], [-0.7242, -2.9848, -3.5846], [0.2047, -3.8499, -2.7242], [0.7311, -5.1065, -3.4232], [0.5730, -6.4478, -2.6821], [2.0086, -6.9872, -2.6058], [2.7322, -6.3127, -3.6756], [2.2438, -5.0445, -3.6187], [2.9435, -4.0757, -3.6714], [-1.0526, 2.4612, 5.6051], [0.4815, 3.1293, 5.0504], [-0.8704, 4.2006, 5.3681], [-1.5923, 2.1355, 3.3967], [-0.1716, 3.0115, 2.8561], [-1.6399, 5.1509, 3.4996], [-2.9679, 4.0240, 3.4196], [-1.5671, 5.3825, 1.2302], [-3.1469, 4.6511, 1.2883], [-2.2043, 3.4367, -0.3730], [-1.9224, 2.3622, 0.9788], [0.4505, 2.8600, 0.9435], [0.1692, 4.3901, 0.1136], [0.8143, 3.2937, -1.7606], [-0.7768, 2.5123, -1.7186], [0.0736, 0.4983, -0.9406], [1.4164, 1.2591, -0.1113], [1.6722, 1.6467, -3.0101], [2.8059, 0.9068, -1.8602], [1.4713, -1.1938, -1.9437], [2.3232, -0.7998, -3.4230], [-0.2786, 0.4382, -3.6221], [0.3886, -0.8394, -4.6123], [-1.8764, -1.1850, -3.3354], [-0.8658, -1.5877, -1.9607], [-1.7150, -3.4540, -3.5909], [-0.3777, -2.9691, -4.6215], [1.0619, -3.2445, -2.4223], [-0.3296, -4.1164, -1.8075], [0.3109, -5.2318, -4.4233], [-0.0603, -7.1490, -3.2261], [0.1775, -6.3492, -1.6716], [2.1179, -8.0578, -2.7546], [2.4721, -6.6751, -1.6676], [-0.3808, 2.4472, 9.5434], [0.3338, 4.0135, 8.6900], [-1.5383, 1.4602, 8.3672], [1.0146, 1.3323, 10.2537], [-0.9811, 2.7809, 10.3762]]
}

=====

2.
{
  "formula": "C4H10NO",
  "method": "the ωB97M-V functional and the def2-TZVPD basis",
  "smiles": "CC1(C)[NH2+][C@@H]1O",
  "charge": 1,
  "homo_energy_ha": -0.57763,
  "e_above_lowest_kcal_mol": 55.1,
  "gap_ev": 12.5,
  "max_force_ev_per_a": 5.6,
  "elements": ["C", "C", "C", "C", "N", "O", "H", "H", "H", "H", "H", "H", "H", "H", "H", "H"],
  "coordinates": [[-0.7949, 0.3588, -0.8618], [0.0665, -0.1241, 0.2808], [1.3490, 0.5703, 0.5679], [-0.7004, -0.9538, 1.3560], [0.0677, -0.7712, -1.0706], [-0.3229, 1.6162, -1.7157], [-1.9099, 0.1710, -0.8659], [2.1751, -0.2160, 0.6868], [1.2746, 1.3392, 1.3217], [1.6118, 1.0866, -0.3595], [-1.0766, -0.3270, 2.2709], [0.0601, -1.5432, 1.9295], [-1.5702, -1.3516, 0.8206], [-0.1379, -1.7277, -1.2866], [0.8179, -0.4181, -1.6423], [-0.9099, 2.2906, -1.4319]]
}

=====

3.
{
  "formula": "C2H7N2",
  "method": "the ωB97M-V functional and the def2-TZVPD basis",
  "charge": 1,
  "homo_energy_ha": -0.53641,
  "e_above_lowest_kcal_mol": 183.3,
  "gap_ev": 5.3,
  "max_force_ev_per_a": 6.2,
  "elements": ["C", "C", "N", "N", "H", "H", "H", "H", "H", "H", "H"],
  "coordinates": [[-0.1389, 0.3668, 0.1462], [1.0855, -0.1321, -0.1456], [2.4730, -0.0075, 0.2437], [-2.9874, -0.2080, -0.1919], [-0.2605, 1.1353, 0.9300], [1.1380, -0.8032, -1.0472], [2.7235, -0.0881, 1.2445], [3.2041, 0.3123, -0.3504], [-3.2007, -0.9146, -0.9143], [-1.9958, 0.0429, 0.0418], [-3.6875, 0.4156, -0.2702]]
}

=====

4.
{
  "formula": "C13H26CdN6O6",
  "method": "the ωB97M-V functional and the def2-TZVPD basis",
  "homo_energy_ha": [-0.25432, -0.25401],
  "e_above_lowest_kcal_mol": 43.8,
  "gap_ev": [4.8, 4.7],
  "max_force_ev_per_a": 3.4,
  "elements": ["O", "H", "Cd", "N", "N", "N", "N", "O", "O", "O", "O", "C", "C", "C", "C", "C", "H", "H", "H", "C", "H", "H", "H", "C", "C", "H", "H", "H", "H", "H", "H", "H", "H", "C", "H", "H", "H", "O", "H", "H", "C", "C", "N", "C", "C", "N", "H", "H", "H", "H", "H", "H"],
  "coordinates": [[-0.5255, -1.4449, -3.5899], [-0.1448, -1.8872, -4.3969], [0.0979, -0.8290, -0.4433], [-0.6651, 0.7747, -1.9202], [1.7576, 0.4581, -1.4091], [-1.3478, -1.6355, 1.1031], [1.2264, -1.1887, 1.5001], [-1.8215, 1.1993, -1.8469], [-2.7485, -1.5162, 1.1197], [2.5222, -0.7248, 1.7333], [2.9316, 0.4036, -0.8999], [1.5447, 1.0502, -2.6354], [0.1702, 1.1896, -2.9413], [-0.8735, -1.9709, 2.2970], [0.5774, -1.7138, 2.5217], [-0.4282, 1.7106, -4.1873], [-1.0056, 0.9029, -4.6437], [0.3509, 2.0214, -4.8827], [-1.0937, 2.5599, -3.9964], [2.6362, 1.3999, -3.5826], [3.2217, 0.5066, -3.8251], [3.3012, 2.1527, -3.1469], [2.1962, 1.7970, -4.5003], [-1.8416, -2.2936, 3.3844], [1.1656, -2.0049, 3.8699], [-2.7989, -2.5466, 2.9134], [-1.9965, -1.3873, 3.9979], [-1.4565, -3.1124, 4.0075], [2.1670, -1.5688, 3.9245], [1.2274, -3.0946, 4.0013], [0.5252, -1.5939, 4.6622], [-3.0274, -1.2297, 0.2311], [2.8100, -0.3913, 0.8355], [0.8463, -2.6601, -1.3025], [0.3528, -2.6539, -2.2969], [0.6171, -3.5294, -0.6679], [1.9383, -2.5736, -1.4269], [-2.8986, -1.9517, -2.4920], [-2.3122, -1.6345, -3.2331], [-2.3416, -2.6341, -2.0511], [-1.3796, 1.4284, 3.1338], [-0.5936, 2.2123, 2.1503], [0.0130, 1.8083, 1.0470], [0.6519, 2.9150, 0.4658], [0.3827, 4.0302, 1.2449], [-0.3894, 3.5686, 2.2986], [-0.7221, 0.6983, 3.6378], [-1.7964, 2.1263, 3.8771], [-2.1874, 0.8753, 2.6268], [1.2382, 2.8184, -0.4312], [0.6858, 5.0849, 1.1100], [-0.7593, 4.0786, 3.0549]]
}